Formula: C34H41FIrN8O3
Source: OMol25
Level of theory: ωB97M-V/def2-TZVPD

Last column: Mulliken spin population.
Element x y z (Å)
Ir: -0.30 -0.12 0.25  0.45
F: -4.92 4.30 -2.82  0.00
O: -1.20 1.53 -1.28  0.24
O: 1.31 0.39 -1.17  0.19
O: 2.53 0.65 -3.02  0.05
N: -0.67 -1.70 1.86  -0.02
N: -2.71 -0.41 0.22  0.06
N: -5.95 6.25 -7.33  0.00
N: -4.16 5.53 -5.28  0.00
N: 1.60 0.06 1.65  0.01
N: -0.38 -2.06 -1.26  -0.01
N: -0.67 1.58 1.90  0.00
N: 0.04 3.13 -4.87  0.00
C: -2.87 3.26 -2.65  0.01
C: 0.52 1.82 -2.92  -0.05
C: -1.59 2.95 -3.11  0.06
C: 3.66 0.20 3.48  0.00
C: -0.97 -2.50 2.63  0.01
C: -0.90 3.48 3.92  0.00
C: -3.33 4.69 -4.58  0.00
C: -5.57 5.69 -4.94  0.00
C: -3.34 -1.69 -0.10  0.00
C: 1.20 4.87 -6.19  0.00
C: 2.50 0.97 3.68  0.00
C: -1.84 3.41 2.91  0.00
C: -0.75 2.04 -2.32  -0.01
C: 2.34 1.86 4.77  0.00
C: -3.71 4.08 -3.35  0.00
C: -1.69 2.42 1.93  0.00
C: 1.23 2.65 4.88  0.00
C: 2.71 -0.62 1.45  0.00
C: -6.29 6.61 -5.93  0.00
C: 1.47 0.87 2.71  0.00
C: -4.47 6.35 -7.58  0.00
C: -3.70 6.49 -6.26  0.00
C: 3.77 -0.59 2.36  0.00
C: 0.20 2.61 3.90  0.00
C: 1.58 0.86 -2.30  0.02
C: 0.84 2.36 -4.15  0.00
C: -1.19 3.49 -4.36  0.00
C: -2.05 4.36 -5.04  0.00
C: -2.55 -2.75 4.43  0.00
C: -1.43 -3.41 3.61  0.00
C: 0.30 1.68 2.83  -0.01
C: -1.50 -3.00 -1.30  0.00
C: -2.85 -2.28 -1.42  0.00
C: 0.49 3.52 -6.21  0.00
H: -4.26 7.23 -8.20  0.00
H: 1.11 3.33 5.71  0.00
H: -1.71 4.77 -5.97  0.00
H: -7.37 6.52 -5.78  0.00
H: 0.57 5.66 -5.78  0.00
H: -4.14 5.47 -8.13  0.00
H: -6.27 5.30 -7.51  0.00
H: -2.43 2.32 1.15  0.00
H: -6.02 7.66 -5.76  0.00
H: 1.17 2.76 -6.57  0.00
H: -2.77 -1.50 -2.17  0.00
H: 0.48 -2.56 -1.06  0.00
H: -1.81 -4.32 3.12  0.00
H: -0.60 -3.71 4.25  0.00
H: -2.94 0.27 -0.50  0.00
H: -4.43 -1.54 -0.17  0.00
H: 4.46 0.25 4.20  0.00
H: -2.95 -3.48 5.13  0.00
H: -2.64 6.38 -6.47  0.00
H: -6.46 6.86 -7.98  0.00
H: -0.99 4.19 4.72  0.00
H: -6.05 4.71 -4.93  0.00
H: -2.68 4.08 2.88  0.00
H: 2.11 4.81 -5.61  0.00
H: -0.37 3.52 -6.88  0.00
H: -5.70 6.12 -3.95  0.00
H: -3.58 -3.01 -1.76  0.00
H: 3.13 1.92 5.51  0.00
H: -0.28 -1.63 -2.18  0.00
H: -1.49 -3.61 -0.39  0.00
H: -3.15 -2.39 0.71  0.00
H: -3.84 7.50 -5.86  0.00
H: -2.17 -1.91 5.01  0.00
H: 1.47 5.14 -7.21  0.00
H: 4.66 -1.17 2.16  0.00
H: 1.82 2.12 -4.56  0.00
H: -1.39 -3.67 -2.16  0.00
H: -3.36 -2.41 3.79  0.00
H: -3.21 2.86 -1.71  0.00
H: -3.06 -0.08 1.12  0.00
H: 2.78 -1.21 0.55  0.00

The total energy is -2186.81361 Eh. As for the expectation value of S²: 0.7714. The value obtained for the energy above the lowest of the compared OMol25 structures with the same formula, charge and spin is 3.7605 eV. Its orbital gap (alpha / beta) is 4.68 / 4.42 eV. As for the net charge: +4. The spin multiplicity is 2. The HOMO energy (alpha / beta) is -17.12 / -17.12 eV.